Density functional theory data (wB97M-V/def2-TZVPD) for a structure of composition C38H55BrN2O6PSV in a non-equilibrium geometry.

Calculated values
LUMO (alpha / beta)   -10.3021 / -9.5934 eV
Charge   +3
<S²>   0.80
Total energy   -171393.73843 eV
Spin multiplicity   2

Each line ends with the Mulliken spin population.
Atoms and positions in Å:
V: 0.0302 0.2615 0.0967  1.209
C: -3.2401 -1.3395 -0.5050  0.007
O: -1.8788 -1.4221 -0.0213  -0.004
C: -1.6869 -2.6522 0.6754  -0.001
C: -0.2339 -2.9616 0.6141  0.006
O: 0.4861 -1.7755 1.0444  0.031
C: 1.1476 -1.8429 2.3189  0.013
C: 0.4180 -0.9424 3.2509  0.005
O: 0.2141 0.3121 2.5626  -0.043
C: 0.2315 1.4239 3.5020  0.020
H: -3.4159 -2.1280 -1.2372  0.001
H: -3.3863 -0.3747 -0.9751  -0.003
H: -3.9464 -1.4483 0.3199  0.000
H: -2.2495 -3.4605 0.2038  0.000
H: -2.0430 -2.5459 1.7051  0.000
H: 0.0857 -3.1857 -0.4001  -0.004
H: 0.0146 -3.8053 1.2543  0.002
H: 2.1734 -1.5203 2.1751  -0.003
H: 1.1657 -2.8614 2.7035  0.000
H: 1.0100 -0.7901 4.1531  0.000
H: -0.5549 -1.3476 3.5364  -0.001
H: 1.2232 1.5144 3.9413  0.002
H: -0.4998 1.2420 4.2904  0.001
H: -0.0157 2.3249 2.9605  -0.007
C: 3.0679 3.9531 -1.7472  -0.005
C: 1.9887 2.8606 -1.7248  -0.012
C: 0.6240 3.5394 -1.9231  0.005
C: 2.2724 1.8352 -2.8371  0.006
P: 1.9237 2.0404 -0.0316  0.055
C: 1.7670 3.4278 1.1255  -0.031
C: 0.5338 4.0311 1.3761  0.004
C: 0.4483 5.1600 2.1776  0.001
C: 1.5938 5.7056 2.7386  -0.003
C: 2.8311 5.1344 2.4732  0.000
C: 2.9197 4.0090 1.6682  -0.008
C: 3.4254 0.9974 0.3489  -0.049
C: 4.7403 1.5407 -0.2223  -0.003
C: 3.1577 -0.3623 -0.3165  -0.018
C: 3.5659 0.8283 1.8674  0.003
H: 2.9260 4.5121 -2.6776  -0.001
H: 4.0803 3.5594 -1.7593  0.000
H: 2.9634 4.6655 -0.9298  0.000
H: 0.5925 3.9365 -2.9417  0.000
H: 0.4949 4.3789 -1.2388  0.002
H: -0.2236 2.8629 -1.8167  0.005
H: 2.0593 2.3020 -3.8017  0.000
H: 1.6702 0.9336 -2.7745  -0.003
H: 3.3210 1.5359 -2.8528  0.000
H: -0.3659 3.6409 0.9275  -0.003
H: -0.5149 5.6217 2.3559  0.000
H: 1.5269 6.5834 3.3694  0.000
H: 3.7333 5.5726 2.8814  0.000
H: 3.8997 3.6061 1.4546  -0.001
H: 4.7452 1.5564 -1.3099  0.000
H: 5.5365 0.8613 0.0937  -0.001
H: 4.9993 2.5310 0.1436  0.000
H: 3.1356 -0.2891 -1.4039  0.000
H: 2.2244 -0.8384 0.0030  -0.002
H: 3.9544 -1.0603 -0.0468  0.000
H: 3.8041 1.7589 2.3738  0.000
H: 4.3856 0.1299 2.0581  0.000
H: 2.6618 0.4287 2.3206  0.002
Br: 1.3420 -2.2247 -2.6004  -0.001
C: -0.2911 -2.0748 -3.5565  -0.001
C: -0.6235 -3.1647 -4.3350  0.000
C: -1.7388 -3.1113 -5.1645  0.000
C: -2.5046 -1.9571 -5.2427  0.000
C: -2.1791 -0.8705 -4.4550  0.000
C: -1.0815 -0.9151 -3.5836  -0.002
C: -0.9461 0.2873 -2.7488  -0.001
O: -1.4707 1.3211 -2.8959  -0.017
O: -0.0869 0.1725 -1.5241  -0.128
H: 0.0014 -4.0484 -4.3171  0.000
H: -1.9954 -3.9775 -5.7635  0.000
H: -3.3487 -1.9046 -5.9185  0.000
H: -2.7689 0.0354 -4.4942  0.000
C: -3.5711 2.2360 4.5609  0.000
C: -4.5214 1.1133 4.1543  0.000
C: -3.8355 -0.0503 3.4253  0.000
N: -2.8417 0.3552 2.4003  -0.006
C: -3.1044 1.0606 1.3217  0.024
S: -1.8554 1.6584 0.2227  -0.047
N: -4.3504 1.3832 1.0156  0.003
C: -4.8642 1.7533 -0.3491  0.000
O: -5.4371 0.8796 -0.9203  0.001
C: -4.6496 3.1371 -0.7838  0.000
C: -4.9746 3.4518 -2.1047  -0.001
C: -4.8644 4.7555 -2.5425  0.000
C: -4.4405 5.7488 -1.6628  -0.001
C: -4.1255 5.4413 -0.3443  0.000
C: -4.2340 4.1379 0.0988  0.001
H: -4.0952 2.9739 5.1678  0.000
H: -3.1610 2.7638 3.6923  0.000
H: -2.7366 1.8563 5.1589  0.000
H: -5.3481 1.5211 3.5682  0.000
H: -4.9832 0.6809 5.0431  0.000
H: -4.5662 -0.7156 2.9587  0.000
H: -3.2791 -0.6447 4.1472  0.000
H: -1.8632 0.2000 2.5907  0.005
H: -5.0758 0.9545 1.5788  -0.001
H: -5.3220 2.6679 -2.7665  0.000
H: -5.1256 5.0075 -3.5618  0.000
H: -4.3752 6.7746 -2.0026  0.000
H: -3.8190 6.2249 0.3381  0.000
H: -4.0334 3.9083 1.1395  -0.001

Atomic forces in eV per Å
V -0.7 -0.6 1.7
C 0.2 0.0 -0.1
O -0.2 -0.2 -0.1
C -0.2 0.1 0.0
C 0.2 -0.1 0.0
O 0.1 0.3 -0.3
C 0.1 -0.3 -0.1
C 0.0 0.3 0.2
O 0.0 0.1 -0.3
C -0.1 -0.1 0.0
H 0.0 0.0 0.0
H 0.1 0.0 -0.1
H 0.0 0.0 0.0
H 0.0 0.0 0.0
H 0.0 0.0 0.1
H 0.0 0.1 0.0
H 0.1 0.0 0.1
H 0.1 0.0 0.0
H 0.0 -0.1 -0.1
H 0.0 0.1 0.1
H -0.1 -0.1 0.1
H 0.1 0.0 0.0
H 0.0 0.0 0.0
H -0.1 0.1 -0.1
C 0.0 0.1 -0.1
C -0.1 -0.3 0.0
C 0.0 0.0 0.0
C 0.1 0.2 0.0
P -0.2 0.2 0.0
C 0.2 0.0 0.1
C 0.0 0.1 -0.1
C 0.0 0.0 0.0
C 0.0 0.0 0.0
C 0.0 0.0 0.0
C 0.0 0.0 0.0
C 0.0 0.0 0.0
C 0.1 -0.1 0.0
C 0.1 0.0 0.0
C 0.1 -0.1 -0.1
H 0.0 0.0 0.1
H 0.0 0.0 0.0
H 0.0 0.0 0.0
H 0.0 0.0 0.1
H 0.0 0.0 0.0
H 0.0 0.0 0.0
H 0.0 0.0 0.0
H 0.0 0.0 0.0
H -0.1 0.0 0.0
H -0.1 0.0 0.0
H 0.0 0.0 0.0
H 0.0 0.0 0.0
H 0.0 0.0 0.0
H 0.0 0.0 0.0
H 0.0 0.0 0.0
H 0.0 0.0 0.0
H 0.0 0.0 0.0
H 0.0 0.0 0.1
H 0.1 0.0 0.0
H 0.0 0.0 0.0
H 0.0 0.0 0.0
H -0.1 0.0 0.0
H 0.0 0.0 0.0
Br 0.0 0.0 -0.1
C 0.1 0.0 0.0
C 0.0 -0.1 -0.1
C 0.0 -0.1 0.0
C 0.0 0.0 0.0
C 0.0 0.1 0.0
C 0.3 -0.2 0.5
C -0.1 -0.5 -0.8
O -0.1 0.5 0.3
O -0.1 -0.2 -0.9
H 0.0 0.0 0.0
H 0.0 0.1 0.0
H 0.0 0.0 0.1
H 0.0 0.0 0.0
C 0.0 0.0 0.0
C 0.1 0.1 0.0
C 0.1 0.1 -0.1
N 0.0 0.0 0.3
C 0.1 0.1 -0.4
S 0.3 0.2 0.3
N -0.1 0.0 0.0
C 0.2 0.4 0.1
O -0.1 -0.1 -0.1
C -0.1 -0.2 0.2
C 0.0 -0.1 -0.1
C 0.0 0.1 0.0
C 0.0 0.0 -0.1
C 0.0 0.1 0.0
C 0.0 -0.1 0.1
H 0.0 0.0 0.0
H 0.0 -0.1 0.1
H -0.1 0.0 0.0
H 0.0 0.0 0.0
H 0.0 0.0 0.0
H 0.0 0.0 0.0
H 0.0 0.0 0.0
H 0.0 0.1 0.0
H -0.1 0.0 0.0
H 0.0 0.0 0.0
H 0.0 0.0 0.0
H 0.0 0.0 0.0
H 0.0 0.0 0.0
H 0.0 0.0 0.0

Density functional theory data (wB97M-V/def2-TZVPD) for a structure of composition C38H56BBeF4N4O6 in a non-equilibrium geometry.

Calculated values
LUMO (alpha / beta)   0.3206 / -0.7575 eV
<S²>   0.75
Total energy   -70509.38975 eV
Spin multiplicity   2

Each line ends with the Mulliken spin population.
Atoms and positions in Å:
Be: -1.6503 -9.8887 6.4026  0.060
B: -0.4328 -12.4826 7.2541  0.125
F: 0.2672 -11.3550 6.8499  0.256
F: -1.7055 -12.1152 7.5411  0.222
F: -0.4889 -13.3030 6.1700  0.071
F: 0.1924 -12.9952 8.3744  0.010
N: -0.6467 -9.3547 3.8785  -0.014
C: -0.8631 -8.2541 3.1135  0.002
C: -0.4134 -8.1616 1.8129  0.013
C: 0.3385 -9.2319 1.2393  0.002
C: 0.4892 -10.4178 2.0025  -0.004
C: 0.0319 -10.3766 3.2803  0.047
H: -1.4665 -7.4283 3.4604  0.002
H: -0.6197 -7.3070 1.1856  0.001
H: 0.6078 -9.1779 0.1948  -0.001
H: 1.0579 -11.2710 1.6634  0.001
H: 0.2477 -11.2065 3.9369  0.010
N: -3.4981 -15.8316 4.3858  0.000
C: -4.6670 -15.8188 3.6555  0.000
C: -5.7626 -15.1257 4.0340  0.000
C: -5.6290 -14.2661 5.0589  -0.002
C: -4.4702 -14.1820 5.8290  0.003
C: -3.3898 -15.0049 5.4797  0.000
H: -4.5799 -16.4072 2.7540  0.000
H: -6.7004 -15.1129 3.4985  0.000
H: -6.4231 -13.6155 5.3946  0.000
H: -4.3819 -13.4249 6.5942  0.005
H: -2.5424 -14.9656 6.1481  -0.003
N: -1.5575 -9.1506 8.9959  0.027
C: -1.6502 -7.8239 9.2379  0.049
C: -1.2676 -7.2266 10.4574  0.023
C: -0.7998 -8.1040 11.4116  -0.001
C: -0.7649 -9.4599 11.2307  0.001
C: -1.1867 -10.0130 9.9929  0.012
H: -1.9367 -7.1125 8.4774  -0.028
H: -1.3719 -6.1821 10.7117  0.000
H: -0.4423 -7.7764 12.3767  0.000
H: -0.4119 -10.0964 12.0285  0.001
H: -1.2193 -11.0835 9.8532  -0.010
N: 0.4564 -18.1163 9.4491  0.000
C: -0.2461 -19.1238 8.8726  0.000
C: -1.0467 -18.9469 7.7981  0.000
C: -1.2366 -17.6720 7.2391  0.000
C: -0.5472 -16.6476 7.8527  0.002
C: 0.3195 -16.8640 8.8887  0.000
H: -0.0787 -20.0459 9.4093  0.000
H: -1.6156 -19.7726 7.3970  0.000
H: -1.9884 -17.5055 6.4818  0.000
H: -0.6815 -15.6221 7.5418  0.000
H: 0.9087 -16.0384 9.2595  0.000
C: 2.5349 -7.6928 6.4302  0.001
C: 1.6421 -8.1965 7.4887  0.045
O: 0.5641 -8.7082 7.1232  0.093
C: 2.1514 -8.2801 8.8393  -0.001
H: 1.9335 -7.2274 5.6494  0.001
H: 3.1318 -8.4678 5.9493  0.000
H: 3.3039 -7.0264 6.8208  0.000
H: 1.6752 -9.0564 9.4383  0.002
H: 2.0473 -7.2895 9.2819  0.000
H: 3.2195 -8.4534 8.7081  0.000
C: 4.6590 -14.2971 5.2898  0.000
C: 4.2430 -12.8554 5.1057  0.000
O: 5.0739 -11.9338 5.0939  0.000
C: 2.7641 -12.5893 4.9278  0.000
H: 3.7740 -14.8262 5.6433  0.000
H: 5.3756 -14.2960 6.1111  0.000
H: 5.0777 -14.7688 4.4008  0.000
H: 2.2323 -12.9026 5.8262  0.001
H: 2.3954 -13.1665 4.0799  0.000
H: 2.4794 -11.5455 4.7956  0.002
C: -3.3181 -15.2675 9.2564  0.001
C: -4.5221 -14.3698 9.4329  -0.001
O: -5.6241 -14.6950 8.9796  0.000
C: -4.3810 -13.1084 10.2964  -0.002
H: -3.4327 -15.7937 8.3087  0.000
H: -3.3159 -16.0082 10.0560  0.000
H: -2.3850 -14.7042 9.2723  -0.002
H: -3.5368 -12.6039 9.8264  0.002
H: -4.1988 -13.3999 11.3307  0.000
H: -5.2403 -12.4378 10.3029  0.000
C: -5.1269 -9.4375 8.7770  0.003
C: -5.1052 -10.4589 7.6279  0.062
O: -4.0040 -10.6973 7.0724  -0.088
C: -6.3611 -11.1237 7.1917  -0.003
H: -4.7361 -8.4964 8.3900  0.000
H: -4.4278 -9.8384 9.5110  -0.001
H: -6.1177 -9.3360 9.2199  0.000
H: -6.5171 -11.9996 7.8214  0.000
H: -6.2855 -11.4040 6.1411  0.000
H: -7.2149 -10.4472 7.2296  0.002
C: -0.8186 -16.0976 2.0187  0.000
C: 0.2667 -15.3059 2.7219  0.000
O: 0.6746 -14.2079 2.2868  -0.001
C: 0.6481 -15.7857 4.1145  0.000
H: -0.8925 -15.8753 0.9542  0.000
H: -1.7655 -15.7973 2.4673  0.000
H: -0.6883 -17.1797 2.0048  0.000
H: -0.1311 -15.6090 4.8559  0.000
H: 1.5047 -15.1701 4.3892  0.000
H: 0.8565 -16.8549 4.0780  0.000
C: 4.4639 -13.6473 8.9314  0.000
C: 3.5788 -12.7756 9.7145  -0.001
O: 3.2652 -13.0228 10.8721  0.000
C: 2.8495 -11.6837 9.0287  0.001
H: 3.8428 -14.4727 8.5834  0.000
H: 5.2055 -14.1410 9.5594  0.000
H: 4.9925 -13.0903 8.1578  0.000
H: 3.5189 -10.8673 8.7575  0.001
H: 1.9712 -11.2385 9.4961  0.000
H: 2.3635 -12.0512 8.1250  0.000

Atomic forces in eV per Å
Be 0.6 -0.2 0.8
B 0.9 -0.3 -0.1
F 0.4 1.8 -0.5
F -2.3 1.1 0.8
F 0.3 -1.7 -1.0
F 0.1 -0.7 0.4
N 0.3 0.3 -1.2
C 0.1 -1.2 0.0
C 1.4 -1.4 -1.1
C -1.6 -0.2 1.2
C 0.7 1.9 -1.5
C -0.8 0.5 2.2
H 0.0 -0.1 0.7
H -0.1 0.2 0.2
H 0.3 0.0 0.0
H -0.2 -0.1 -0.1
H -0.2 -0.2 0.1
N -0.4 1.1 0.7
C 3.2 -1.0 0.9
C -1.3 0.3 -1.2
C 0.4 1.5 2.8
C 0.4 -0.3 -1.0
C -2.2 -0.4 -1.2
H -0.4 -0.2 -0.1
H 0.1 -0.4 -0.3
H -0.4 -0.1 -0.3
H 0.0 -0.1 0.2
H 0.6 -0.4 -0.6
N -0.4 -0.4 0.3
C 1.0 0.0 1.2
C -0.4 -1.3 -0.5
C 0.4 0.3 1.0
C -0.4 -1.4 -1.5
C 0.1 2.7 0.5
H -0.3 -0.5 -0.7
H 0.0 0.1 -0.5
H -0.1 0.5 0.1
H 0.0 -0.1 0.0
H 0.0 0.0 -0.5
N -0.1 1.5 -1.1
C 1.8 1.3 1.9
C -1.5 0.3 -1.7
C 0.1 -0.9 1.3
C -0.4 1.1 -1.0
C 0.2 -2.7 0.9
H -0.3 -0.4 -0.4
H 0.1 -0.2 0.0
H 0.2 0.0 -0.3
H 0.0 0.2 -0.3
H 0.1 -0.1 0.4
C 0.8 1.1 -0.6
C -2.7 -2.6 -2.5
O 1.4 1.3 0.9
C 0.5 0.2 0.9
H 0.2 0.1 0.0
H -0.3 -0.5 0.2
H -0.2 0.4 0.0
H 0.0 0.3 -0.1
H 0.0 0.0 0.3
H 0.1 -0.1 0.5
C -0.5 0.4 0.8
C 1.2 2.2 -0.7
O -1.4 -1.7 0.2
C 0.1 0.1 0.2
H 0.1 -0.4 -0.2
H 0.3 -0.2 -0.2
H -0.1 0.2 0.0
H -0.1 -0.4 0.0
H -0.2 -0.1 0.0
H 0.5 0.1 -0.1
C -0.2 0.5 -0.3
C -2.4 -0.4 0.3
O 1.7 0.6 0.4
C 0.3 -0.5 -0.8
H 0.1 0.0 0.1
H 0.1 0.0 0.1
H 0.0 -0.1 0.1
H 0.3 0.4 0.6
H 0.4 0.0 0.0
H -0.2 -0.4 -0.3
C -0.1 -1.1 -0.6
C 3.0 0.6 -0.8
O -2.7 0.4 1.1
C -0.2 0.2 -0.6
H -0.1 0.0 0.1
H 0.0 0.3 0.1
H 0.1 0.2 -0.1
H -0.2 -0.1 0.0
H 0.3 -0.3 0.1
H 0.0 0.0 0.5
C 0.3 0.1 -1.0
C -0.4 2.2 -0.2
O -0.6 -2.6 0.8
C 0.5 0.4 -0.8
H 0.2 0.6 0.0
H 0.0 -0.3 0.3
H 0.0 0.0 0.8
H -0.3 0.1 -0.2
H 0.1 -0.4 0.3
H 0.2 0.0 0.2
C 1.1 -0.5 0.0
C -2.2 0.1 2.2
O 0.8 -0.1 -0.5
C -0.5 0.9 -1.4
H -0.1 0.2 -0.6
H 0.0 0.2 0.2
H -0.3 -0.3 -0.3
H 0.2 0.0 -0.2
H 0.4 -0.4 1.0
H 0.5 -0.1 -0.4

Short version: energy relative to the best compared isomer or geometry (same formula, charge and spin) = 0.05; 0.00 kJ/mol, in the order given.